(1)
{
  "formula": "C7H7AgO8",
  "method": "wB97M-V/def2-TZVPD",
  "homo_energy_ev": -6.3,
  "gap_ha": 0.1130,
  "e_above_lowest_ev": 3.5455,
  "multiplicity": 1,
  "lumo_energy_ev": -3.26,
  "elements": ["O", "O", "O", "C", "C", "C", "H", "H", "O", "C", "O", "O", "O", "C", "O", "C", "C", "H", "H", "H", "H", "H", "Ag"],
  "positions_angstrom": [[-1.33261, 0.97666, 1.69475], [-3.17118, 1.81529, 1.04600], [-1.15078, 1.79904, -1.28523], [-2.31277, 0.47040, 2.51894], [-3.43305, 1.12380, 2.20966], [-1.88103, 1.75036, 0.77197], [-2.03489, -0.26683, 3.26199], [-4.30958, 1.39645, 2.78475], [3.12236, -4.18499, 0.71561], [2.65860, -3.05037, 0.91631], [2.60247, -2.39451, 1.96981], [2.23224, -2.41630, -0.25111], [0.99030, 0.74250, -1.39513], [0.04501, 1.28034, -2.11795], [-0.02522, 0.72168, -3.30101], [1.33296, -0.65292, -1.51501], [1.81225, -1.07958, -0.14140], [-0.64826, 1.20874, -3.85662], [2.09501, -0.72913, -2.29873], [0.48023, -1.27499, -1.81312], [0.98008, -0.98464, 0.57382], [2.63119, -0.43653, 0.21296], [-0.68333, 4.18556, -0.70127]]
}

=====

(2)
{
  "formula": "C7H7AsBrN3O2ReS5",
  "method": "wB97M-V/def2-TZVPD",
  "homo_energy_ev": [-16.4, -16.4],
  "gap_ha": [0.0922, 0.0930],
  "e_above_lowest_ev": 0.8442,
  "charge": 3,
  "multiplicity": 1,
  "lumo_energy_ev": [-13.87, -13.88],
  "elements": ["Re", "S", "As", "S", "S", "S", "N", "C", "N", "S", "H", "H", "H", "H", "Br", "C", "C", "N", "C", "C", "C", "C", "O", "O", "H", "H", "H"],
  "positions_angstrom": [[0.41973, -1.87828, 0.46738], [4.35922, -1.75347, 2.55418], [3.59669, -3.51769, 2.19381], [2.11864, -3.12924, 0.08581], [-0.40551, -2.18233, 2.32384], [3.48063, -5.37755, 2.74125], [-3.03570, -3.84738, -0.49118], [-2.62172, -2.60705, -0.56039], [-3.35218, -1.56888, -0.22950], [-1.02298, -2.26788, -1.28229], [-3.97553, -4.08372, -0.19641], [-2.45422, -4.60102, -0.82373], [-4.31194, -1.66303, 0.07848], [-2.96059, -0.63952, -0.30265], [3.88797, 4.30714, -1.15321], [2.15484, 3.91600, -0.81513], [1.21444, 4.97511, -0.83145], [-0.02381, 4.61086, -0.61835], [-0.53345, 3.41742, -0.39229], [0.37688, 2.34535, -0.35070], [1.71464, 2.60176, -0.56330], [-0.22444, 0.98935, -0.09081], [-1.39905, 0.82237, -0.15813], [0.69447, 0.02266, 0.23369], [1.47241, 6.01621, -1.01158], [-1.60547, 3.29760, -0.25862], [2.43603, 1.79521, -0.54873]]
}

=====

(3)
{
  "formula": "C7H7BBrClNO4",
  "method": "wB97M-V/def2-TZVPD",
  "homo_energy_ev": -13.9,
  "gap_ha": 0.2922,
  "e_above_lowest_ev": 4.3526,
  "charge": 1,
  "multiplicity": 1,
  "smiles": "COB(O)c1cc(C(=O)O)c(Cl)c[n+]1Br",
  "lumo_energy_ev": -5.97,
  "elements": ["C", "O", "B", "O", "C", "C", "C", "C", "O", "O", "C", "Cl", "C", "N", "Br", "H", "H", "H", "H", "H", "H", "H"],
  "positions_angstrom": [[3.01363, -1.22249, 1.05697], [3.09116, 0.22673, 0.87703], [2.21722, 0.61022, -0.19127], [2.83316, 0.84048, -1.49839], [0.59691, 0.77045, -0.10213], [-0.27306, -0.50648, -0.03942], [-1.82932, -0.33256, 0.00974], [-2.68543, -1.67837, 0.03439], [-2.09069, -2.73602, 0.33788], [-4.06236, -1.73863, -0.30165], [-2.39727, 1.11040, -0.00602], [-4.19209, 1.38083, 0.05693], [-1.41251, 2.32504, -0.05291], [0.03352, 2.11535, -0.08760], [1.19175, 3.59296, -0.13107], [2.32420, -1.70576, 0.25786], [2.57575, -1.40712, 2.10291], [4.01744, -1.75505, 0.96925], [2.78603, -0.06062, -1.91782], [0.18794, -1.54619, -0.03513], [-4.12331, -1.68123, -1.28582], [-1.80268, 3.39806, -0.05374]]
}

=====

(4)
{
  "formula": "C7H7Br2NO",
  "method": "wB97M-V/def2-TZVPD",
  "homo_energy_ev": -9.2,
  "gap_ha": 0.3314,
  "e_above_lowest_ev": 0.0000,
  "multiplicity": 1,
  "smiles": "BrC1=C[C@H](Br)CC=N1.C=C=O",
  "lumo_energy_ev": -0.13,
  "elements": ["Br", "C", "C", "C", "Br", "C", "C", "N", "H", "H", "H", "H", "H", "C", "C", "O", "H", "H"],
  "positions_angstrom": [[3.44939, 0.29097, 0.70264], [1.67012, 0.52417, 0.08286], [0.79710, 1.30272, 0.73394], [-0.57500, 1.41859, 0.19137], [-1.74488, 0.08435, 1.17235], [-0.62323, 1.12753, -1.30125], [0.29797, -0.00248, -1.64262], [1.37219, -0.23755, -1.01476], [1.03802, 1.77756, 1.66960], [-1.03870, 2.37070, 0.43956], [-1.63350, 0.92044, -1.64106], [-0.27316, 2.01831, -1.83504], [0.06357, -0.64440, -2.47810], [0.44063, -3.15940, 1.48490], [0.07297, -3.10598, 0.25197], [-0.26340, -3.03543, -0.85880], [0.88603, -4.03989, 1.90193], [0.29432, -2.31640, 2.13058]]
}

=====

(5)
{
  "formula": "C7H7Cl",
  "method": "wB97M-V/def2-TZVPD",
  "homo_energy_ev": -9.8,
  "gap_ha": 0.3939,
  "e_above_lowest_ev": 3.1331,
  "multiplicity": 1,
  "smiles": "C#C[C@@H](C=C)C(=C)Cl",
  "lumo_energy_ev": 0.94,
  "elements": ["C", "C", "C", "C", "C", "C", "C", "Cl", "H", "H", "H", "H", "H", "H", "H"],
  "positions_angstrom": [[1.52454, -2.13340, -0.77520], [0.87586, -1.10923, -0.72982], [0.12262, 0.18069, -0.76326], [-1.38718, -0.13134, -0.65356], [-2.15083, -0.09605, 0.38949], [0.64214, 1.19592, 0.24272], [1.43329, 0.92341, 1.24575], [0.15738, 2.85492, -0.05811], [1.77368, -3.18048, -0.72665], [0.26221, 0.67703, -1.73555], [-1.78388, -0.52604, -1.60631], [-1.78772, 0.30809, 1.35907], [-3.13992, -0.53674, 0.45302], [1.70149, 1.69145, 1.96877], [1.75632, -0.11823, 1.38964]]
}

=====

(6)
{
  "formula": "C7H7Cl18F2O2S",
  "method": "wB97M-V/def2-TZVPD",
  "homo_energy_ev": -4.6,
  "gap_ha": 0.2399,
  "charge": -1,
  "multiplicity": 1,
  "lumo_energy_ev": 1.91,
  "elements": ["O", "S", "O", "F", "C", "F", "H", "C", "Cl", "Cl", "Cl", "H", "C", "Cl", "Cl", "Cl", "H", "C", "Cl", "Cl", "Cl", "H", "C", "Cl", "Cl", "Cl", "H", "C", "Cl", "Cl", "Cl", "H", "C", "Cl", "Cl", "Cl", "H"],
  "positions_angstrom": [[-2.97838, -1.91225, 0.08459], [-1.74099, -1.43613, 0.76259], [-0.48104, -1.64669, -0.01130], [-1.50052, -2.23797, 2.21283], [-2.01064, 0.30876, 1.29508], [-0.70195, 0.68940, 1.69909], [-2.31905, 0.88024, 0.39137], [2.16577, -0.43088, -0.67453], [1.87117, 0.55411, -2.11518], [3.56805, -1.48610, -0.92469], [2.33687, 0.55893, 0.78120], [1.29344, -1.06311, -0.52339], [-3.28564, -3.60883, 4.67499], [-4.79597, -4.52964, 4.74571], [-3.48665, -2.02271, 5.42278], [-1.97560, -4.50568, 5.45529], [-3.02325, -3.46003, 3.63210], [4.92497, 3.86296, -1.46133], [5.59709, 3.35347, -3.01659], [3.68245, 5.10094, -1.69900], [4.26236, 2.48377, -0.58216], [5.72495, 4.29513, -0.87034], [-4.50502, -2.26173, -1.31591], [-3.26995, -2.48641, -2.56074], [-5.21555, -0.64835, -1.43077], [-5.75912, -3.50506, -1.44823], [-4.02974, -2.35540, -0.34360], [2.55357, 6.69548, 1.58662], [2.98736, 8.41051, 1.54623], [3.82007, 5.75104, 2.37776], [1.00267, 6.46315, 2.39920], [2.45892, 6.34449, 0.56501], [0.51018, -3.31354, -4.07666], [1.07715, -4.05451, -5.58146], [1.85458, -2.77374, -3.07172], [-0.56919, -1.95428, -4.40839], [-0.04335, -4.05936, -3.51642]]
}

=====

(7)
{
  "formula": "C7H7Cl2NO2Si",
  "method": "wB97M-V/def2-TZVPD",
  "homo_energy_ev": -7.8,
  "gap_ha": 0.2451,
  "e_above_lowest_ev": 3.5464,
  "multiplicity": 1,
  "smiles": "C=C1C=CC=C[C@@H]1O[N+]([O-])=[Si](Cl)Cl",
  "lumo_energy_ev": -1.11,
  "elements": ["C", "C", "C", "C", "C", "C", "C", "O", "N", "O", "Si", "Cl", "Cl", "H", "H", "H", "H", "H", "H", "H"],
  "positions_angstrom": [[0.95263, 0.65187, -2.17909], [1.08654, 0.24996, -0.93757], [2.11037, -0.67697, -0.37626], [2.23319, -1.04025, 0.96589], [1.29295, -0.53450, 1.89908], [0.33046, 0.33293, 1.56994], [0.20303, 0.84164, 0.15114], [-1.31148, 0.93919, -0.23085], [-1.96505, -0.27519, -0.39678], [-1.32276, -1.22002, -0.77912], [-3.63955, 0.13608, -0.51371], [-4.06382, 1.45038, 0.91477], [-4.74436, -1.55128, -0.30891], [0.18686, 1.47380, -2.30298], [1.42200, 0.12699, -2.91841], [2.78419, -1.03524, -1.02336], [2.98399, -1.86903, 1.23285], [1.35598, -0.69706, 2.96779], [-0.32688, 0.80960, 2.21705], [0.43170, 1.88708, 0.04853]]
}

=====

(8)
{
  "formula": "C7H7Cl3O2S",
  "method": "wB97M-V/def2-TZVPD",
  "homo_energy_ev": -9.3,
  "gap_ha": 0.2972,
  "e_above_lowest_ev": 1.6686,
  "multiplicity": 1,
  "smiles": "C\\C(Cl)=C/C=C\\C(Cl)=C/S(=O)(=O)Cl",
  "lumo_energy_ev": -1.22,
  "elements": ["C", "C", "Cl", "C", "C", "C", "C", "Cl", "C", "S", "O", "O", "Cl", "H", "H", "H", "H", "H", "H", "H"],
  "positions_angstrom": [[-0.59141, 0.63284, -2.03503], [-1.40342, 0.17236, -0.85161], [-2.62578, -1.02244, -1.25869], [-1.58533, 0.77055, 0.34031], [-0.52026, 1.45797, 0.99709], [0.36666, 0.74583, 1.72340], [0.23561, -0.68783, 1.48412], [-0.64689, -1.59829, 2.81622], [0.36648, -1.30876, 0.30876], [1.88522, -0.80404, -0.44868], [2.35299, 0.52987, -0.10552], [1.87250, -1.17254, -1.81659], [3.19233, -1.98885, 0.70948], [-1.32716, 1.21197, -2.55028], [0.07644, 0.00356, -2.62074], [0.01700, 1.49267, -1.70977], [-2.33706, 0.37548, 1.05484], [-0.68071, 2.55615, 1.14190], [1.10898, 1.01177, 2.45139], [0.24380, -2.37828, 0.36940]]
}

=====

(9)
{
  "formula": "C7H7ClIrN4O4S",
  "method": "wB97M-V/def2-TZVPD",
  "homo_energy_ev": [-12.6, -12.6],
  "gap_ha": [0.2606, 0.2605],
  "charge": 1,
  "multiplicity": 1,
  "lumo_energy_ev": [-5.55, -5.55],
  "elements": ["Ir", "N", "C", "S", "N", "N", "C", "C", "C", "C", "C", "C", "N", "H", "H", "H", "H", "H", "H", "H", "O", "Cl", "O", "O", "O"],
  "positions_angstrom": [[0.28780, 0.28655, -0.42865], [-0.01345, 3.51827, 2.34050], [0.17210, 2.37175, 1.69775], [-0.72538, 2.17236, 0.15815], [0.95979, 1.45988, 2.19088], [1.00275, 0.35057, 1.40725], [1.58440, -0.71950, 1.82137], [1.52206, -1.89027, 0.95446], [2.02389, -3.12461, 1.31295], [1.81862, -4.20147, 0.45811], [1.09932, -4.01311, -0.70662], [0.63305, -2.74348, -1.01700], [0.85785, -1.70671, -0.21546], [-0.59958, 4.23703, 1.95340], [0.45031, 3.68235, 3.22010], [2.04628, -0.74202, 2.80036], [2.55324, -3.24276, 2.24803], [2.20719, -5.17808, 0.71152], [0.90212, -4.82933, -1.38602], [0.08128, -2.54064, -1.92383], [1.67981, 0.99746, -3.93564], [1.42300, 0.10754, -2.89172], [1.94462, -1.18634, -3.08110], [-0.04063, 0.06217, -2.55779], [1.94616, 0.64551, -1.54759]]
}

=====

(10)
{
  "formula": "C7H7ClN2O",
  "method": "wB97M-V/def2-TZVPD",
  "homo_energy_ev": [-10.2, -7.8],
  "gap_ha": [0.3696, 0.2397],
  "e_above_lowest_ev": 6.0030,
  "multiplicity": 1,
  "lumo_energy_ev": [-0.13, -1.31],
  "elements": ["C", "C", "C", "C", "C", "C", "C", "N", "N", "O", "Cl", "H", "H", "H", "H", "H", "H", "H"],
  "positions_angstrom": [[2.82797, -0.42598, -0.66544], [2.29435, 0.85167, -0.60889], [2.03368, -1.52558, -0.37912], [0.96498, 1.03722, -0.27228], [0.70655, -1.35485, -0.03479], [0.18496, -0.07001, 0.01233], [-4.68880, 0.32182, 0.61376], [-1.79741, -0.84163, 0.83286], [-1.23318, 0.12147, 0.35871], [-1.69865, 1.25422, 0.12410], [-5.38177, -0.35890, -0.71655], [3.86547, -0.56574, -0.93073], [2.91302, 1.70810, -0.83011], [2.44900, -2.52015, -0.42764], [0.51765, 2.01817, -0.23085], [0.06870, -2.19482, 0.19304], [-4.71351, -0.22464, 1.53866], [-4.04312, 1.17572, 0.47783]]
}

=====

(11)
{
  "formula": "C7H7ClO2",
  "method": "wB97M-V/def2-TZVPD",
  "homo_energy_ev": -8.3,
  "gap_ha": 0.3312,
  "e_above_lowest_ev": 0.0000,
  "multiplicity": 1,
  "smiles": "Cc1cc(O)cc(O)c1Cl",
  "lumo_energy_ev": 0.68,
  "elements": ["C", "C", "C", "C", "O", "C", "C", "O", "C", "Cl", "H", "H", "H", "H", "H", "H", "H"],
  "positions_angstrom": [[1.89466, -1.43458, 1.03844], [0.69277, -0.93225, 0.35432], [-0.38128, -1.75301, 0.05219], [-1.51798, -1.20319, -0.55874], [-2.62063, -1.95673, -0.88569], [-1.58732, 0.15887, -0.85429], [-0.57512, 1.03001, -0.45640], [-0.63464, 2.37510, -0.55042], [0.61414, 0.44421, 0.08682], [1.83663, 1.53197, 0.73061], [1.88524, -1.13202, 2.14968], [2.82227, -1.04899, 0.56887], [2.02376, -2.55943, 0.93610], [-0.33583, -2.83375, 0.25005], [-2.41416, -2.83747, -0.53627], [-2.51100, 0.56070, -1.28594], [-1.49010, 2.60020, -0.98799]]
}

=====

(12)
{
  "formula": "C7H7F3N2S",
  "method": "wB97M-V/def2-TZVPD",
  "homo_energy_ev": -8.5,
  "gap_ha": 0.3325,
  "e_above_lowest_ev": 0.9514,
  "multiplicity": 1,
  "smiles": "FC(F)(F)C1=CC1.Sc1ncc[nH]1",
  "lumo_energy_ev": 0.59,
  "elements": ["F", "C", "F", "F", "C", "C", "C", "H", "H", "H", "S", "C", "N", "C", "C", "N", "H", "H", "H", "H"],
  "positions_angstrom": [[3.44887, 0.78120, 1.13162], [2.14026, 0.49050, 0.82527], [1.57196, 1.61220, 0.41715], [1.66374, 0.15470, 2.05687], [1.92664, -0.72979, -0.08969], [1.51626, -1.96158, -0.12180], [2.13526, -1.43531, -1.36262], [0.86398, -2.74697, 0.25539], [3.22821, -1.67716, -1.68657], [1.50568, -1.16947, -2.20697], [-1.39311, -0.41189, 1.94461], [-0.98914, 0.65735, 0.62027], [-0.45927, 0.31611, -0.56199], [-0.69967, 1.39012, -1.37940], [-1.47777, 2.26291, -0.69426], [-1.49332, 1.86929, 0.56857], [-0.23571, -1.07504, 1.87886], [-0.50225, 1.29702, -2.38015], [-1.84918, 3.23898, -1.04806], [-2.21613, 2.14750, 1.23246]]
}